# 1
A single C21H30N4O molecule at a distorted geometry. Source: the OMol25 dataset; level of theory: wB97M-V/def2-TZVPD.

Values from the calculation:
* SMILES: CCCC(=O)N1CCN(c2nc(CC(C)C)c3c(c2C#N)CCC3)CC1
* E_tot: -1111.858177 Eh
* energy above the lowest of the compared OMol25 structures with the same formula, charge and spin: 18.572 eV
* HOMO: -8.514 eV
* LUMO level: 0.0223 Eh

Structure (ORCA input):
```
! wB97M-V def2-TZVPD RIJCOSX def2/J DEFGRID3
* xyz 0 1
C 3.1194 -0.2881 -0.1940
C 2.4128 -0.1935 -1.5411
C 2.6143 1.1891 -2.2194
C 2.0615 2.3952 -1.2730
O 2.6416 3.0901 -0.2829
N 0.8824 2.7935 -1.4826
C 0.0625 2.0913 -2.3152
H 0.1398 1.1502 -2.6956
C -1.5297 1.9223 -1.6194
N -1.1803 1.6973 -0.1286
C -0.8375 0.4998 0.0944
N -0.8906 -0.3865 -0.6843
C -0.5853 -1.6933 -0.0335
C -0.1425 -2.0997 0.9906
C -0.3035 -0.9751 2.0585
C -0.4259 0.2750 1.6763
C -0.6695 1.1789 2.8638
N -0.8119 1.9181 3.6292
C 0.0604 -1.6476 3.3123
H 0.9156 -0.8937 3.8662
H -0.7921 -1.6491 3.9721
C 1.0463 -2.8566 2.9083
H 0.7777 -3.6664 3.7158
H 2.1237 -2.7237 2.8467
C 0.0347 -3.2716 1.5778
H 0.9751 -3.9536 1.1000
H -0.5318 -3.9666 2.0443
C -0.6523 -2.8262 -1.4639
H -0.0409 -2.2924 -2.2386
H 0.1140 -3.6789 -1.0165
C -2.0760 -3.2894 -1.7115
C -2.7266 -3.8365 -0.3471
H -2.7303 -3.2315 0.3852
H -2.0024 -4.6946 0.0947
H -3.5884 -4.2627 -0.5638
C -2.9152 -2.2461 -2.3324
H -2.6197 -1.6697 -3.0114
H -2.7651 -1.4865 -1.4506
H -3.8625 -2.5402 -2.4456
H -1.8166 -4.0030 -2.5605
C -0.5278 2.8301 0.4626
H -1.2436 3.5878 0.6107
H 0.0545 2.8039 1.2486
C 0.2329 3.7703 -0.5523
H 0.8943 4.4159 -0.2654
H -0.5262 4.2424 -1.1703
H -2.0970 2.6208 -1.6002
H -1.9317 0.8263 -1.7615
H -0.4766 2.6461 -3.3581
H 3.8668 1.6125 -2.2899
H 2.2834 1.3803 -3.2358
H 2.8529 -0.8078 -2.2852
H 1.2271 -0.4051 -1.5382
H 2.9314 -1.2835 0.2833
H 2.7202 0.3919 0.5612
H 4.2916 -0.2062 -0.3291
*
```

These are the natural (NBO) partial charges, in e, on atoms 1 to 8: -0.6217 -0.4329 -0.4643 0.6825 -0.7181 -0.4529 -0.1991 0.2339


# 2
2 unconnected molecules or ions with the total composition C2H8N2 at a distorted geometry. Source: the OMol25 dataset; level of theory: wB97M-V/def2-TZVPD.

Values from the calculation:
* SMILES: C=NC.N
* E_tot: -190.444488 Eh
* energy above the lowest of the compared OMol25 structures with the same formula, charge and spin: 1.479 eV
* HOMO: -9.860 eV
* LUMO level: 0.0372 Eh

Structure (ORCA input):
```
! wB97M-V def2-TZVPD RIJCOSX def2/J DEFGRID3
* xyz 0 1
C 0.3193 0.4094 -1.1592
C -0.8606 1.3105 0.5549
N 1.3873 -1.7430 1.2097
N -0.8547 0.5523 -0.7197
H 1.4775 -2.7423 1.5585
H 0.4259 -0.0271 -2.1859
H 1.1867 0.7988 -0.6117
H -0.5392 0.5498 1.2893
H -0.1057 2.0438 0.5755
H -1.7881 1.5888 0.9171
H 0.5542 -1.4057 1.7837
H 1.2095 -1.4752 0.1703
*
```

These are the natural (NBO) partial charges, in e, on atoms 1 to 8: -0.1079 -0.4506 -1.1244 -0.3639 0.3810 0.1842 0.1514 0.1908


# 3
A single C3H6N3P molecule at a distorted geometry. Source: the OMol25 dataset; level of theory: wB97M-V/def2-TZVPD.

Values from the calculation:
* E_tot: -623.328780 Eh
* energy above the lowest of the compared OMol25 structures with the same formula, charge and spin: 1.455 eV
* HOMO (alpha / beta): -7.239 / -8.600 eV
* LUMO level (alpha / beta): 0.0177 / -0.0287 Eh

Structure (ORCA input):
```
! wB97M-V def2-TZVPD RIJCOSX def2/J DEFGRID3
* xyz 0 3
C -0.7965 0.9284 -0.3367
C 1.1510 1.3447 1.0015
C 0.6251 1.2926 -0.4285
N -1.1491 -0.3205 -0.4147
N -0.3362 -1.3197 -0.5858
N -0.7053 -2.5159 -0.1136
P 1.8744 0.0093 1.6510
H -1.6133 1.5090 -0.1390
H 0.9041 2.1695 1.4794
H 1.0928 0.5007 -0.8548
H 0.9361 2.1794 -0.8465
H -0.3492 -3.2241 -0.6846
H -1.6339 -2.5534 0.2722
*
```

These are the natural (NBO) partial charges, in e, on atoms 1 to 8: 0.0824 -0.6199 -0.5228 -0.3113 -0.0898 -0.5711 0.4500 0.1921


# 4
A molecular structure, C15H19F6I2N2O6S2Si at a distorted geometry. Source: the OMol25 dataset; level of theory: wB97M-V/def2-TZVPD.

Values from the calculation:
* E_tot: -3424.223608 Eh
* energy above the lowest of the compared OMol25 structures with the same formula, charge and spin: 5.939 eV
* HOMO: -6.517 eV
* LUMO level: 0.0414 Eh

Structure (ORCA input):
```
! wB97M-V def2-TZVPD RIJCOSX def2/J DEFGRID3
* xyz -1 1
C 1.3127 2.7845 -1.1050
C 2.4690 1.7294 -0.6627
Si 2.5584 0.1543 -1.7378
C 1.0482 -0.9270 -1.3182
C -0.3271 -0.5252 -2.0036
C -0.5382 0.3718 -3.2402
C -1.9646 0.6457 -3.8415
C -3.2564 0.0126 -3.2281
C -3.0545 -0.8712 -1.9671
C -1.6318 -1.1432 -1.3662
C -1.6061 -2.0919 -0.0625
O 2.8257 0.4432 -3.4439
N 3.0906 1.7669 -3.6309
O 4.2186 2.0466 -3.3580
C 4.1119 -0.8696 -1.1416
I 5.7877 0.3685 -0.5234
C 4.4570 -1.8536 -2.4049
C 5.6190 -1.2894 -3.3536
I 5.0262 -3.8826 -1.7404
H 0.7767 2.5125 -2.0729
H 0.5986 2.9812 -0.2224
H 1.8207 3.8065 -1.3035
H 3.4482 2.3388 -0.6332
H 2.2563 1.4629 0.4438
H 0.8879 -0.8343 -0.1740
H 1.3312 -2.0406 -1.4779
H 0.3525 0.8588 -3.7497
H -2.0399 1.3025 -4.7851
H -4.2673 0.2176 -3.7258
H -3.9679 -1.3604 -1.4935
H -2.2305 -3.0483 -0.1969
H -0.5488 -2.3012 0.3184
H -2.1323 -1.4763 0.7757
H 3.7126 -1.5792 -0.3238
H 3.5277 -2.0241 -3.0731
H 6.6564 -1.3612 -2.8519
H 5.4187 -0.2572 -3.7942
H 5.6826 -2.0148 -4.2554
C -1.8863 2.2761 3.9888
F -1.3559 2.9449 2.9441
F -0.8445 1.8227 4.7241
F -2.5097 3.1971 4.7587
S -3.0086 0.9296 3.4752
O -2.1697 0.0354 2.6958
O -4.0554 1.5965 2.7228
N -3.3922 0.4388 4.9327
S -4.4162 -0.7724 4.9378
O -3.9103 -2.0473 4.4611
O -5.7769 -0.4647 4.5348
C -4.5103 -0.9662 6.7516
F -4.9584 0.1539 7.3644
F -3.3029 -1.2316 7.3020
F -5.3326 -1.9658 7.1309
*
```

These are the natural (NBO) partial charges, in e, on atoms 1 to 8: -0.6280 -0.9871 1.9634 -0.9923 -0.0361 -0.2435 -0.2368 -0.2242